[1]
H3N2OP | ωB97M-V with the def2-TZVPD basis set

Geometry (Å):
N 0.34532 -0.44022 -0.30744
N 1.57707 0.05025 -0.09253
O -2.40169 -0.15011 0.35872
P -1.00224 0.72410 0.45968
H 1.54178 0.95076 0.30908
H 1.97561 -0.13185 -0.97355
H -2.03584 -1.00293 0.24605

Summary:
Highest occupied orbital energy (alpha / beta)   -0.30391 / -0.29025 Ha
LUMO (alpha / beta)   -0.011 / 0.012 hartree
Frontier orbital gap (alpha / beta)   7.97 / 8.22 eV
SMILES   N/N=P/O
Energy relative to the best compared isomer or geometry (same formula, charge and spin)   2.2161 eV



[2]
H3N2OS | ωB97M-V with the def2-TZVPD basis set

Geometry (Å):
N 1.00421 -0.25748 0.91929
N 0.21639 -0.80773 0.17857
O 1.01487 0.99821 1.27344
S -1.68649 -0.05003 -1.75403
H 1.79835 -0.86266 1.37630
H -0.95304 -0.19510 -0.53053
H -1.39428 1.17479 -1.46304

Summary:
Highest occupied orbital energy   -0.12330 Ha
LUMO   0.160 hartree
Charge   -1
Frontier orbital gap   7.72 eV
Energy relative to the best compared isomer or geometry (same formula, charge and spin)   2.1477 eV



[3]
H3N2P | ωB97M-V with the def2-TZVPD basis set

Geometry (Å):
N 1.21209 0.15442 -0.15043
N -2.17255 0.78511 0.10908
P -2.10070 -0.66826 -0.00869
H 0.53480 0.59885 0.45591
H 1.81374 -0.44146 0.40537
H 0.71263 -0.42866 -0.81125

Summary:
Highest occupied orbital energy   -0.37126 Ha
LUMO   -0.011 hartree
Frontier orbital gap   9.79 eV
SMILES   N#P.N
Energy relative to the best compared isomer or geometry (same formula, charge and spin)   1.0425 eV



[4]
H3N3O | ωB97M-V with the def2-TZVPD basis set

Geometry (Å):
N -0.11452 1.37929 0.04132
N -0.68740 -0.78224 -0.17532
N 0.14174 0.19873 -0.09252
O 1.85559 -0.41926 0.14159
H 0.71766 1.96030 0.14190
H -1.65135 -0.63827 0.10960
H -0.26172 -1.69855 -0.16657

Summary:
Highest occupied orbital energy   -0.35486 Ha
LUMO   0.000 hartree
Frontier orbital gap   9.66 eV
Energy relative to the best compared isomer or geometry (same formula, charge and spin)   4.8923 eV



[5]
H3N3O2 | ωB97M-V with the def2-TZVPD basis set

Geometry (Å):
N 0.59964 -1.44265 -0.52137
N -1.01349 0.65276 -0.58135
N 0.30661 0.49000 -0.28435
O 0.48940 0.71000 1.05818
O 1.30496 -1.85552 0.34674
H -1.72230 0.53257 0.06595
H -1.29014 -0.14121 -1.26377
H 1.32534 1.05405 1.17998

Summary:
Highest occupied orbital energy (alpha / beta)   -0.28218 / -0.28216 Ha
LUMO (alpha / beta)   -0.010 / -0.010 hartree
Frontier orbital gap (alpha / beta)   7.41 / 7.41 eV
Energy relative to the best compared isomer or geometry (same formula, charge and spin)   2.1075 eV



[6]
H3N3O2 | ωB97M-V with the def2-TZVPD basis set

Geometry (Å):
N 0.46492 1.09074 -0.08115
N -0.79420 1.22900 0.07692
N -0.40153 -1.73073 -0.21929
O 0.71225 -1.37024 -0.48398
O -0.83017 -2.85596 -0.16948
H 1.26343 0.94983 0.66182
H 0.80723 1.44113 -0.92514
H -1.22194 1.24623 1.14030

Summary:
Highest occupied orbital energy (alpha / beta)   -0.36323 / -0.27598 Ha
LUMO (alpha / beta)   0.025 / -0.060 hartree
Frontier orbital gap (alpha / beta)   10.55 / 5.89 eV
Energy relative to the best compared isomer or geometry (same formula, charge and spin)   2.3866 eV



[7]
H3N3O2 | ωB97M-V with the def2-TZVPD basis set

Geometry (Å):
N -0.85831 0.43205 -0.83780
N -0.10691 -0.54957 -0.24962
N 0.86515 -0.21783 0.65985
O 1.22913 0.93628 0.61561
O 1.30923 -1.10042 1.34437
H -1.25813 1.08625 -0.16608
H -0.29977 0.94959 -1.51349
H -0.88039 -1.53635 0.14716

Summary:
Highest occupied orbital energy   -0.39484 Ha
LUMO   0.010 hartree
Frontier orbital gap   11.02 eV
Energy relative to the best compared isomer or geometry (same formula, charge and spin)   1.1351 eV



[8]
H3N3O2 | ωB97M-V with the def2-TZVPD basis set

Geometry (Å):
N -1.02294 0.40908 -0.38216
N 1.13538 -0.67240 -0.33741
N 2.11958 0.17186 -0.01640
O 1.94924 1.36060 0.01890
O 3.13934 -0.48270 0.07457
H -1.30244 0.19433 0.55240
H -0.79631 1.40867 -0.20877
H 1.06865 -1.65971 -0.14329

Summary:
Highest occupied orbital energy (alpha / beta)   -0.37831 / -0.39656 Ha
LUMO (alpha / beta)   0.012 / -0.111 hartree
Frontier orbital gap (alpha / beta)   10.62 / 7.78 eV
Multiplicity   3
Energy relative to the best compared isomer or geometry (same formula, charge and spin)   2.5661 eV



[9]
H3N4P | ωB97M-V with the def2-TZVPD basis set

Geometry (Å):
N 2.21641 1.66774 -2.28719
N 1.44958 1.67006 -1.30688
N -0.66119 -0.81038 1.42786
N -1.56220 -1.53769 1.73458
P 0.65343 1.72281 -0.04782
H 1.92781 1.30635 -3.28531
H -2.16446 -2.07587 1.01434
H -1.85937 -1.94303 2.75042

Summary:
Highest occupied orbital energy (alpha / beta)   -0.25803 / -0.28537 Ha
LUMO (alpha / beta)   0.012 / -0.015 hartree
Frontier orbital gap (alpha / beta)   7.34 / 7.35 eV
Multiplicity   3
Energy relative to the best compared isomer or geometry (same formula, charge and spin)   0.1565 eV



[10]
H3NO | ωB97M-V with the def2-TZVPD basis set

Geometry (Å):
H -0.72471 -0.67295 -1.06817
H -0.34745 0.46243 1.06284
H 1.03396 -0.39104 0.50298
N 0.43555 0.33147 0.36799
O -0.39735 0.27008 -0.86564

Summary:
Highest occupied orbital energy   -0.36048 Ha
LUMO   0.036 hartree
Frontier orbital gap   10.79 eV
SMILES   NO
Energy relative to the best compared isomer or geometry (same formula, charge and spin)   0.4532 eV



Q: Number 4 is which compound?
A: H3N3O